{
  "formula": "C31H41CrN6O3S",
  "method": "ωB97M-V with the def2-TZVPD basis set",
  "e_tot_ev": -87147.823,
  "lumo_energy_ev": [-2.5, -2.7],
  "total_charge": 1,
  "homo_lumo_gap_ev": [7.396, 7.378],
  "s2": 6.02,
  "multiplicity": 5,
  "max_force_ev_per_a": 0.15,
  "e_homo_ev": [-9.9, -10.1],
  "symbols": ["Cr", "C", "N", "C", "C", "C", "N", "C", "C", "H", "H", "H", "H", "H", "H", "H", "H", "H", "H", "H", "H", "H", "H", "H", "H", "C", "C", "N", "C", "C", "C", "S", "N", "C", "O", "C", "C", "C", "C", "C", "C", "H", "H", "H", "H", "H", "H", "H", "H", "H", "H", "H", "H", "H", "H", "H", "O", "C", "O", "C", "C", "C", "C", "C", "C", "N", "C", "C", "C", "C", "C", "C", "N", "H", "H", "H", "H", "H", "H", "H", "H", "H", "H"],
  "coordinates": [[-0.045, 0.059, 0.358], [-1.842, 1.864, 2.327], [-0.445, 1.547, 1.996], [0.186, 0.921, 3.176], [0.255, 2.782, 1.614], [1.545, 2.475, 0.881], [1.339, 1.631, -0.330], [2.673, 1.174, -0.788], [0.678, 2.458, -1.333], [-1.892, 2.591, 3.144], [-2.350, 0.955, 2.639], [-2.348, 2.268, 1.451], [-0.353, 0.008, 3.420], [0.161, 1.601, 4.035], [1.221, 0.652, 2.967], [0.479, 3.397, 2.494], [-0.420, 3.367, 0.988], [2.224, 1.923, 1.530], [2.053, 3.408, 0.609], [3.297, 2.031, -1.062], [2.579, 0.496, -1.631], [3.147, 0.631, 0.027], [1.237, 3.384, -1.506], [-0.334, 2.672, -1.005], [-0.330, 2.208, -3.046], [3.194, -4.611, -1.015], [2.071, -3.972, -1.821], [0.773, -3.997, -1.143], [-0.094, -5.163, -1.384], [0.073, -6.264, -0.346], [0.406, -3.071, -0.248], [1.509, -1.765, 0.083], [-0.759, -3.305, 0.366], [-1.427, -2.460, 1.123], [-1.263, -1.200, 1.204], [-2.539, -3.032, 1.929], [-3.264, -2.216, 2.794], [-4.314, -2.734, 3.533], [-4.650, -4.076, 3.410], [-3.931, -4.896, 2.551], [-2.880, -4.378, 1.813], [4.136, -4.510, -1.554], [3.015, -5.672, -0.845], [3.299, -4.116, -0.050], [1.940, -4.489, -2.771], [2.324, -2.934, -2.035], [0.154, -5.534, -2.378], [-1.125, -4.821, -1.403], [1.073, -6.695, -0.370], [-0.639, -7.065, -0.547], [-0.115, -5.877, 0.654], [-3.000, -1.172, 2.887], [-4.874, -2.094, 4.201], [-5.475, -4.481, 3.981], [-4.196, -5.940, 2.452], [-2.322, -5.005, 1.133], [-7.917, -0.885, -2.293], [-7.124, -1.047, -1.212], [-7.561, -1.546, -0.215], [-5.705, -0.581, -1.327], [-5.052, -0.376, -2.536], [-3.725, 0.025, -2.558], [-3.021, 0.230, -1.371], [-3.686, 0.033, -0.162], [-5.002, -0.381, -0.142], [-1.664, 0.641, -1.427], [-0.897, -0.108, -2.203], [0.308, 0.323, -2.735], [1.186, -0.506, -3.471], [2.235, -0.054, -4.193], [2.410, 1.371, -4.259], [1.647, 2.235, -3.590], [0.545, 1.799, -2.694], [-7.473, -0.366, -2.973], [-5.549, -0.556, -3.483], [-3.228, 0.186, -3.507], [-3.146, 0.149, 0.763], [-5.508, -0.575, 0.795], [-1.208, -1.122, -2.471], [0.953, -1.564, -3.427], [2.877, -0.715, -4.753], [3.191, 1.795, -4.876], [1.751, 3.309, -3.631]],
  "mulliken_spin": [3.860, 0.055, -0.110, 0.036, 0.041, 0.012, -0.054, 0.040, -0.030, 0.005, 0.003, -0.009, 0.001, 0.010, 0.011, -0.001, -0.014, -0.007, 0.006, 0.001, -0.003, 0.003, 0.007, -0.002, 0.000, 0.003, 0.002, 0.006, -0.001, 0.000, 0.008, -0.022, 0.000, 0.038, -0.018, -0.005, 0.004, 0.000, 0.002, 0.000, 0.001, 0.000, 0.000, 0.000, -0.001, 0.002, 0.000, 0.000, 0.000, 0.000, 0.000, 0.003, 0.000, 0.000, 0.000, 0.000, 0.000, 0.000, 0.000, 0.000, 0.000, 0.009, -0.001, 0.027, 0.004, 0.057, -0.022, 0.026, 0.007, 0.036, -0.008, 0.018, -0.007, 0.000, 0.000, 0.001, 0.025, 0.000, -0.059, -0.002, 0.002, 0.000, 0.000]
}

***

{
  "formula": "C31H41NOP2SiV",
  "method": "ωB97M-V with the def2-TZVPD basis set",
  "e_tot_ev": -88491.886,
  "lumo_energy_ev": [0.2, 0.5],
  "homo_lumo_gap_ev": [7.529, 7.600],
  "s2": 0.97,
  "multiplicity": 2,
  "max_force_ev_per_a": 2.61,
  "e_homo_ev": [-7.3, -7.1],
  "symbols": ["V", "Si", "P", "N", "H", "C", "H", "H", "H", "C", "H", "H", "H", "C", "H", "H", "H", "C", "H", "H", "H", "H", "H", "C", "C", "C", "C", "C", "C", "H", "H", "H", "H", "H", "C", "O", "C", "H", "H", "H", "C", "H", "H", "H", "C", "C", "C", "C", "C", "C", "P", "C", "C", "C", "C", "C", "C", "C", "C", "C", "C", "C", "C", "H", "H", "H", "H", "H", "H", "H", "H", "H", "H", "H", "H", "H", "H", "H"],
  "coordinates": [[0.000, 0.000, 0.000], [-2.434, 0.773, -0.330], [0.307, 0.257, -2.437], [0.540, 1.632, 0.390], [1.368, -1.143, -0.122], [1.881, -0.338, -3.219], [1.933, -0.105, -4.298], [1.957, -1.428, -3.068], [2.728, 0.133, -2.693], [-0.966, -0.498, -3.549], [-0.724, -0.327, -4.613], [-1.946, -0.050, -3.314], [-1.024, -1.581, -3.354], [0.271, 2.033, -2.939], [0.409, 2.150, -4.028], [1.073, 2.568, -2.403], [-0.698, 2.459, -2.632], [-3.761, -0.557, -0.756], [-3.796, -1.346, 0.018], [-3.527, -1.052, -1.716], [-4.771, -0.113, -0.838], [-3.029, 1.489, 0.874], [-2.655, 1.828, -1.406], [0.800, 2.945, 0.689], [2.336, 4.685, 1.439], [2.085, 3.344, 1.133], [-0.222, 3.920, 0.557], [0.045, 5.258, 0.861], [1.321, 5.647, 1.304], [3.332, 4.986, 1.783], [2.864, 2.581, 1.227], [-1.210, 3.596, 0.217], [-0.749, 6.005, 0.756], [1.523, 6.696, 1.543], [-0.883, -3.143, -0.405], [-1.006, -1.916, -0.572], [0.149, -3.695, 0.532], [0.447, -4.722, 0.263], [-0.254, -3.720, 1.562], [1.004, -2.986, 0.527], [-1.768, -4.081, -1.184], [-1.149, -4.693, -1.868], [-2.515, -3.516, -1.760], [-2.276, -4.788, -0.501], [3.957, -1.279, 4.820], [3.833, -1.549, 3.458], [2.631, -1.282, 2.805], [1.527, -0.758, 3.501], [1.655, -0.501, 4.880], [2.873, -0.753, 5.530], [0.032, -0.421, 2.517], [-0.947, -1.872, 3.024], [-2.277, -1.961, 2.598], [-3.078, -3.048, 2.968], [-2.561, -4.058, 3.781], [-1.245, -3.981, 4.231], [-0.439, -2.901, 3.861], [-0.412, 1.123, 3.358], [-1.694, 1.246, 3.922], [-2.041, 2.381, 4.659], [-1.109, 3.402, 4.852], [0.175, 3.281, 4.317], [0.523, 2.142, 3.585], [4.896, -1.477, 5.321], [4.668, -1.961, 2.904], [2.564, -1.494, 1.748], [0.831, -0.088, 5.447], [2.980, -0.538, 6.583], [-2.695, -1.187, 1.978], [-4.102, -3.106, 2.625], [-3.179, -4.898, 4.067], [-0.841, -4.762, 4.865], [0.571, -2.903, 4.238], [-2.428, 0.463, 3.805], [-3.031, 2.463, 5.090], [-1.376, 4.276, 5.431], [0.907, 4.061, 4.486], [1.532, 2.036, 3.223]],
  "mulliken_spin": [1.642, -0.050, -0.022, -0.416, -0.089, 0.008, -0.001, 0.000, 0.000, 0.005, 0.000, -0.001, -0.001, 0.003, 0.000, 0.000, 0.001, -0.010, 0.004, 0.002, -0.002, 0.000, 0.001, 0.074, 0.044, -0.083, -0.076, 0.042, -0.076, 0.001, 0.000, 0.000, 0.001, -0.005, 0.007, 0.007, 0.008, 0.001, -0.001, -0.006, 0.000, 0.000, 0.000, 0.000, 0.000, 0.001, 0.009, 0.006, 0.001, 0.001, -0.009, -0.012, 0.010, 0.002, -0.001, 0.001, 0.002, -0.019, -0.008, 0.000, 0.003, -0.002, -0.003, 0.000, 0.000, -0.002, 0.000, 0.000, 0.004, 0.000, 0.000, 0.000, 0.000, 0.002, 0.000, 0.000, -0.002, 0.005]
}

***

{
  "formula": "C31H42BrN3OsP2",
  "method": "ωB97M-V with the def2-TZVPD basis set",
  "e_tot_ev": -128339.412,
  "lumo_energy_ev": [-12.5, -14.0],
  "total_charge": 4,
  "homo_lumo_gap_ev": [6.384, 5.062],
  "s2": 6.06,
  "multiplicity": 5,
  "max_force_ev_per_a": 6.89,
  "e_homo_ev": [-18.9, -19.1],
  "symbols": ["C", "C", "C", "C", "N", "C", "C", "C", "C", "C", "C", "C", "C", "C", "Os", "P", "H", "H", "H", "H", "H", "H", "H", "H", "C", "C", "H", "H", "H", "H", "H", "C", "C", "H", "H", "H", "H", "H", "C", "C", "H", "H", "H", "H", "H", "Br", "P", "C", "C", "H", "H", "H", "H", "H", "C", "C", "H", "H", "H", "H", "H", "C", "C", "H", "H", "H", "H", "H", "N", "C", "C", "C", "C", "C", "N", "C", "H", "H", "H", "H"],
  "coordinates": [[-5.142, -5.956, 0.838], [-5.083, -4.758, 0.094], [-6.208, -4.390, -0.667], [-7.361, -5.178, -0.583], [-7.411, -6.276, 0.166], [-6.344, -6.674, 0.855], [-3.916, -3.912, 0.117], [-2.892, -3.249, 0.195], [-1.648, -2.574, 0.230], [-1.019, -2.354, 1.463], [0.296, -1.908, 1.504], [0.906, -1.564, 0.276], [0.313, -1.839, -0.969], [-0.998, -2.268, -0.981], [1.947, 0.059, 0.377], [1.398, 1.703, 1.687], [-6.210, -3.505, -1.299], [-4.294, -6.327, 1.411], [-8.265, -4.902, -1.135], [-6.443, -7.590, 1.446], [-1.524, -2.417, -1.926], [-1.546, -2.586, 2.388], [0.905, -1.722, -1.878], [0.850, -1.861, 2.440], [2.513, 3.149, 1.495], [1.934, 4.560, 1.568], [3.008, 2.995, 0.521], [3.284, 3.028, 2.271], [2.758, 5.281, 1.473], [1.247, 4.770, 0.740], [1.434, 4.768, 2.521], [-0.202, 2.075, 0.861], [-1.460, 1.981, 1.722], [-0.253, 1.331, 0.030], [-0.104, 3.068, 0.401], [-2.333, 2.229, 1.104], [-1.621, 0.966, 2.110], [-1.432, 2.691, 2.558], [1.184, 1.396, 3.473], [1.134, 2.616, 4.395], [2.026, 0.749, 3.764], [0.277, 0.780, 3.580], [0.992, 2.265, 5.422], [2.069, 3.186, 4.379], [0.299, 3.288, 4.166], [3.210, -0.525, -1.626], [-0.099, 2.316, -4.248], [-0.329, 3.236, -2.662], [-0.284, 4.754, -2.871], [0.449, 2.902, -1.959], [-1.310, 2.929, -2.267], [-0.698, 5.264, -1.992], [0.745, 5.110, -3.013], [-0.881, 5.054, -3.743], [1.600, 1.610, -4.105], [2.215, 1.446, -5.500], [1.515, 0.645, -3.583], [2.210, 2.264, -3.465], [3.297, 1.302, -5.422], [1.796, 0.563, -5.997], [2.029, 2.325, -6.132], [-1.163, 0.818, -4.003], [-2.548, 1.013, -4.635], [-1.240, 0.605, -2.926], [-0.640, -0.022, -4.486], [-3.056, 0.044, -4.724], [-3.183, 1.666, -4.023], [-2.470, 1.445, -5.642], [6.291, -0.087, 5.228], [5.611, -0.577, 4.409], [4.794, -1.254, 3.429], [4.643, -2.644, 3.496], [3.866, -3.252, 2.528], [3.243, -2.476, 1.558], [3.295, -1.129, 1.573], [4.179, -0.523, 2.405], [5.142, -3.217, 4.275], [3.691, -4.320, 2.504], [2.656, -2.954, 0.773], [4.359, 0.545, 2.243]],
  "mulliken_spin": [0.238, -0.096, 0.234, 0.161, 0.277, 0.155, 0.105, -0.049, 0.082, -0.025, 0.113, -0.104, 0.107, -0.014, 1.428, 0.078, 0.006, 0.005, 0.011, 0.012, -0.003, 0.002, -0.001, 0.004, -0.002, -0.003, 0.000, 0.002, 0.000, 0.001, 0.000, 0.011, 0.006, -0.024, -0.007, -0.001, 0.000, 0.000, -0.016, 0.011, -0.004, 0.007, 0.002, 0.000, -0.001, 0.252, 0.665, 0.064, 0.014, 0.030, -0.005, 0.000, -0.001, 0.000, 0.065, 0.015, 0.043, -0.006, 0.000, -0.001, -0.001, 0.068, 0.011, 0.035, -0.009, 0.000, 0.000, -0.003, -0.003, 0.001, -0.011, 0.016, -0.004, 0.011, 0.037, 0.007, 0.000, 0.000, -0.002, 0.002]
}